C43H30Cl2FeN5O3S | ωB97M-V with the def2-TZVPD basis set

```
85
Properties=species:S:1:pos:R:3:mulliken_charge:R:1
C 1.138 -0.164 2.331 -0.326
C -0.898 0.436 -0.559 0.019
C 5.934 -2.369 -4.017 -0.911
H 0.669 0.332 -3.412 0.435
H 4.977 2.097 -3.859 0.371
O -0.386 -2.536 0.103 -0.606
C -1.479 0.373 1.837 0.765
C 2.149 1.674 -0.973 1.175
C -0.174 0.439 -2.740 -0.798
H -8.202 1.241 4.655 0.387
C 5.601 -3.634 -3.636 -0.598
C -8.645 1.686 1.318 -0.901
C 0.245 -0.085 3.402 -1.129
H 2.185 -0.354 2.520 0.020
H 4.193 -4.825 -2.511 0.475
N 3.376 -0.355 -2.197 0.769
Fe 2.038 -0.213 -0.544 -0.358
C -0.521 0.272 0.827 -0.378
H 6.742 -3.293 3.693 0.378
C -6.671 1.119 3.173 -0.835
N -4.528 1.009 0.120 -0.118
H 0.894 2.526 0.555 0.490
C 0.219 -2.653 -0.957 0.768
C 6.179 -2.572 3.114 -0.412
C -7.976 1.314 3.602 -0.428
H 2.334 5.299 -2.359 0.391
H 3.573 3.501 -3.472 0.400
C 5.029 -2.953 2.448 -0.773
H 6.172 -4.484 -3.985 0.393
C -10.645 1.723 4.344 -0.849
C -8.971 1.599 2.670 1.071
H 0.619 -0.238 4.405 0.481
C 5.883 -0.340 2.292 0.032
H 4.667 -3.972 2.489 0.451
C 4.324 -2.015 1.714 0.620
H -5.117 1.132 -0.683 0.184
C 4.485 -3.823 -2.797 -0.982
C -0.168 -3.780 -1.902 -1.511
H -7.125 1.571 -0.150 0.262
H 0.042 -4.734 -1.416 0.347
C 5.505 0.049 -3.989 -1.096
H -1.808 0.249 3.956 0.591
H 7.499 -0.927 3.544 0.414
C -2.226 0.685 -0.946 0.950
C -3.173 0.778 0.119 0.086
C 4.089 -1.439 -2.686 -0.168
N 0.087 0.329 -1.452 0.748
O 1.212 -1.935 -1.364 -0.665
Cl 6.474 1.294 2.236 -0.231
C -4.939 0.995 1.425 0.190
H 0.377 -3.722 -2.842 0.272
S 3.873 0.572 0.690 -0.265
H -1.242 -3.744 -2.086 0.391
H -9.430 1.909 0.609 0.405
C 2.930 1.972 -2.085 1.859
C -1.462 0.679 -3.215 -1.223
C -2.492 0.806 -2.312 -1.023
H -10.124 2.473 4.944 0.342
C 2.989 3.274 -2.589 -0.904
H 6.349 0.202 -4.651 0.417
H -11.713 1.915 4.378 0.242
H -5.891 0.896 3.889 0.466
H 1.012 4.805 -0.319 0.451
C -2.835 0.640 1.440 1.086
C 3.693 0.851 -2.647 0.520
C -7.344 1.491 0.908 -0.428
H -3.499 0.998 -2.661 0.432
C 5.186 -1.259 -3.563 1.188
C 6.604 -1.257 3.034 -0.649
C 4.711 -0.680 1.595 -0.100
N -3.938 0.776 2.246 -0.917
O -10.274 1.808 2.979 -0.462
C 1.476 2.716 -0.338 -0.562
Cl 2.889 -2.536 0.893 -0.072
C -6.335 1.204 1.829 0.302
H -1.637 0.767 -4.278 0.458
C 1.544 4.009 -0.826 -0.876
N 0.777 -0.004 1.068 1.694
C 2.291 4.291 -1.968 -1.004
C -1.077 0.182 3.161 -0.877
H -10.443 0.729 4.749 0.344
H 2.873 -2.927 -1.743 0.388
C 4.751 1.085 -3.559 -1.595
C 3.749 -2.766 -2.339 -0.280
H 6.774 -2.187 -4.677 0.389
```

Properties
Spin multiplicity   2
E_tot   -128941.5388 eV
Relative energy (zero: lowest compared OMol25 entry of this formula, charge and spin)   1.0 kcal/mol
⟨S²⟩   0.7952